Record 1
{"formula": "C2H2N2O", "method": "ωB97M-V/def2-TZVPD", "elements": ["C", "C", "H", "H", "N", "N", "O"], "coordinates": [[-0.670, 0.730, 0.030], [0.381, -0.975, 0.023], [-1.339, 1.590, 0.375], [0.638, -1.910, 0.295], [-0.798, -0.488, 0.125], [0.517, 1.091, -0.433], [1.270, -0.037, -0.414]], "lowdin_charge": [-0.290, -0.131, 0.151, 0.100, 0.100, 0.061, 0.008], "energy_ev": -7131.4658, "homo_energy_ha": -0.386, "relative_energy_kj_mol": 229.4, "gap_ev": 11.334}

***

Record 2
{"formula": "C42H51Cl5N3O5PPbS5Si2Te2", "method": "ωB97M-V/def2-TZVPD", "elements": ["Pb", "Cl", "C", "C", "C", "Cl", "C", "C", "C", "C", "N", "C", "C", "O", "H", "H", "H", "H", "S", "S", "S", "S", "C", "C", "O", "P", "O", "Te", "O", "C", "C", "H", "H", "H", "H", "H", "H", "H", "H", "H", "H", "C", "Si", "C", "C", "C", "Si", "C", "C", "C", "H", "H", "H", "H", "H", "H", "H", "H", "H", "H", "H", "H", "H", "H", "H", "H", "H", "H", "H", "Te", "C", "C", "C", "C", "C", "C", "H", "H", "H", "H", "H", "Cl", "C", "C", "C", "C", "C", "C", "N", "C", "C", "N", "C", "O", "C", "C", "C", "Cl", "S", "C", "C", "C", "Cl", "C", "H", "H", "H", "H", "H", "H", "H", "H", "H", "H", "H", "H", "H"], "coordinates": [[-0.884, -0.685, -0.315], [-2.155, -5.757, -1.511], [-3.267, -4.524, -0.984], [-4.635, -4.813, -0.992], [-5.551, -3.883, -0.587], [-7.252, -4.290, -0.598], [-5.131, -2.603, -0.156], [-5.985, -1.588, 0.333], [-5.458, -0.410, 0.781], [-4.073, -0.195, 0.664], [-3.279, -1.099, 0.146], [-3.752, -2.317, -0.199], [-2.747, -3.291, -0.585], [-1.509, -3.006, -0.543], [-4.963, -5.788, -1.325], [-7.048, -1.777, 0.384], [-6.077, 0.358, 1.222], [-3.617, 0.734, 0.997], [1.843, 0.040, 2.074], [0.622, 0.604, 3.656], [-1.226, 1.147, 2.962], [-1.309, 3.169, 2.707], [-0.542, -5.438, 1.827], [-0.701, -4.959, 3.262], [-1.985, -4.355, 3.430], [-2.023, -2.731, 3.496], [-1.176, -2.174, 2.406], [-4.315, -2.182, 3.687], [-1.202, -2.416, 4.862], [-1.702, -2.770, 6.140], [-0.981, -1.927, 7.172], [0.448, -5.878, 1.678], [-0.662, -4.600, 1.131], [-1.299, -6.187, 1.584], [0.092, -4.253, 3.523], [-0.651, -5.793, 3.969], [-1.530, -3.841, 6.314], [-2.782, -2.595, 6.176], [0.094, -2.113, 7.142], [-1.350, -2.156, 8.175], [-1.149, -0.870, 6.965], [1.258, -1.556, -5.062], [0.832, -1.597, -3.208], [0.733, -3.421, -2.764], [2.345, -0.862, -2.335], [-0.645, -0.590, -2.746], [-2.137, -0.682, -3.827], [-2.721, -2.447, -4.121], [-3.615, 0.285, -3.156], [-1.844, 0.064, -5.556], [2.286, -1.895, -5.220], [1.161, -0.551, -5.479], [0.597, -2.216, -5.631], [1.692, -3.907, -2.977], [-0.043, -3.934, -3.338], [0.478, -3.569, -1.713], [3.227, -1.498, -2.436], [2.164, -0.733, -1.262], [2.587, 0.123, -2.747], [-0.301, 0.458, -2.768], [-2.928, -2.962, -3.184], [-1.971, -3.035, -4.657], [-3.640, -2.449, -4.716], [-3.999, -0.151, -2.232], [-4.427, 0.284, -3.889], [-3.345, 1.324, -2.946], [-1.335, -0.640, -6.219], [-1.221, 0.960, -5.492], [-2.792, 0.347, -6.023], [1.432, -2.309, 1.593], [3.462, -2.540, 0.969], [3.714, -3.328, -0.152], [5.014, -3.677, -0.497], [6.082, -3.229, 0.266], [5.841, -2.427, 1.375], [4.542, -2.093, 1.729], [2.888, -3.664, -0.769], [5.190, -4.295, -1.370], [7.097, -3.495, -0.005], [6.670, -2.070, 1.976], [4.359, -1.471, 2.597], [1.224, 4.541, 5.671], [1.317, 4.715, 3.949], [1.843, 3.692, 3.184], [1.920, 3.847, 1.811], [1.466, 5.002, 1.185], [1.616, 5.206, -0.304], [0.319, 5.180, -1.124], [-0.580, 4.077, -0.849], [-1.956, 4.139, -0.872], [-2.394, 2.857, -0.750], [-1.323, 2.011, -0.645], [-0.255, 2.767, -0.704], [2.506, 4.219, -0.814], [3.417, 4.694, -1.782], [4.461, 5.590, -1.178], [5.447, 5.145, -0.346], [5.703, 3.526, 0.147], [6.465, 6.404, 0.217], [5.578, 7.569, -0.673], [4.550, 7.000, -1.358], [0.927, 5.996, 1.995], [0.364, 7.500, 1.289], [0.846, 5.876, 3.368], [2.148, 2.768, 3.648], [2.335, 3.047, 1.213], [2.051, 6.202, -0.449], [0.622, 5.130, -2.177], [-0.232, 6.105, -0.980], [-2.477, 5.077, -0.947], [-3.408, 2.498, -0.713], [0.764, 2.419, -0.649], [2.901, 5.226, -2.592], [3.880, 3.803, -2.206], [5.860, 8.608, -0.637], [3.859, 7.560, -1.973], [0.414, 6.664, 3.968]], "lowdin_charge": [1.208, 0.672, -0.590, -0.141, -0.612, 0.624, -0.195, -0.058, -0.099, -0.180, 0.006, -0.167, -0.439, -0.253, 0.096, 0.087, 0.106, 0.097, -0.106, -0.040, -0.204, -0.086, -0.101, -0.318, -0.324, 0.061, -0.587, 0.394, -0.314, -0.342, -0.082, 0.072, 0.031, 0.068, 0.059, 0.110, 0.113, 0.040, 0.071, 0.066, 0.078, -0.198, 0.349, -0.185, -0.182, -0.540, 0.373, -0.160, -0.176, -0.198, 0.017, 0.016, 0.016, 0.024, 0.016, 0.001, 0.020, -0.007, 0.025, -0.021, 0.012, 0.021, 0.029, 0.008, 0.024, 0.012, 0.008, 0.020, 0.013, 1.090, -0.577, -0.166, -0.106, -0.118, -0.109, -0.163, 0.076, 0.096, 0.088, 0.092, 0.073, 0.660, -0.710, -0.165, -0.041, -0.188, -0.290, -0.076, -0.050, -0.073, -0.172, -0.011, -0.172, -0.126, -0.164, -0.319, -0.971, 0.692, 0.990, -0.420, -0.152, -0.574, 0.685, -0.159, 0.051, 0.102, 0.124, 0.130, 0.096, 0.112, 0.096, 0.133, 0.125, 0.129, 0.060, 0.113, 0.101], "total_charge": -2, "energy_ev": -220765.2222, "homo_energy_ha": -0.055, "relative_energy_kj_mol": 111.2, "gap_ev": 4.428}

***

Record 3
{"formula": "C39H73NO13P", "method": "ωB97M-V/def2-TZVPD", "elements": ["C", "C", "O", "O", "C", "C", "C", "C", "C", "N", "C", "P", "O", "C", "H", "H", "H", "H", "H", "H", "H", "H", "H", "H", "H", "H", "H", "C", "C", "O", "C", "H", "H", "H", "H", "H", "H", "C", "C", "O", "C", "H", "H", "H", "H", "H", "H", "C", "C", "O", "C", "H", "H", "H", "H", "H", "H", "C", "C", "O", "C", "H", "H", "H", "H", "H", "H", "C", "C", "O", "C", "H", "H", "H", "H", "H", "H", "C", "C", "O", "C", "H", "H", "H", "H", "H", "H", "C", "C", "O", "C", "H", "H", "H", "H", "H", "H", "C", "C", "O", "C", "H", "H", "H", "H", "H", "H", "C", "C", "O", "C", "H", "H", "H", "H", "H", "H", "C", "C", "O", "C", "H", "H", "H", "H", "H", "H"], "coordinates": [[-10.690, 0.869, 1.992], [-9.725, 0.249, 0.884], [-10.071, 0.410, -0.324], [-8.539, -0.507, 1.133], [-7.346, 0.168, 0.659], [-6.341, 0.636, 1.861], [-7.160, 0.491, 3.221], [-7.339, -0.867, 3.998], [-8.203, -0.830, 5.273], [-8.802, 0.415, 5.734], [-8.650, 1.687, 5.077], [-9.473, 3.313, 5.678], [-10.167, 3.887, 4.402], [-7.815, 1.810, 3.781], [-11.685, 1.218, 1.518], [-10.991, 0.105, 2.799], [-10.261, 1.776, 2.543], [-7.554, 1.043, -0.058], [-6.752, -0.599, 0.033], [-5.354, 0.067, 1.834], [-6.100, 1.737, 1.648], [-6.841, -1.813, 3.566], [-8.376, -1.816, 5.836], [-9.364, 0.367, 6.599], [-8.481, 4.275, 6.055], [-10.491, 3.078, 6.655], [-7.685, 2.805, 3.215], [-2.194, -0.048, 0.689], [-1.724, 0.470, 2.021], [-2.513, 0.857, 2.867], [-0.239, 0.494, 2.268], [-3.285, -0.007, 0.650], [-1.791, 0.571, -0.114], [-1.878, -1.085, 0.562], [0.250, 1.137, 1.534], [0.163, -0.520, 2.210], [-0.045, 0.891, 3.267], [-8.037, 8.124, 7.945], [-7.105, 7.341, 7.059], [-6.714, 6.229, 7.376], [-6.672, 7.982, 5.768], [-8.263, 7.539, 8.840], [-7.562, 9.059, 8.249], [-8.969, 8.328, 7.415], [-6.137, 8.910, 5.975], [-7.545, 8.179, 5.141], [-6.003, 7.304, 5.234], [-4.968, -4.514, 4.744], [-4.227, -3.234, 4.461], [-4.375, -2.636, 3.409], [-3.295, -2.722, 5.526], [-5.602, -4.763, 3.890], [-4.258, -5.328, 4.902], [-5.602, -4.389, 5.625], [-2.511, -3.456, 5.718], [-3.854, -2.517, 6.442], [-2.831, -1.794, 5.184], [-0.649, -3.208, -3.033], [-0.618, -3.108, -1.532], [-0.463, -2.036, -0.971], [-0.787, -4.382, -0.748], [-0.516, -2.214, -3.465], [0.162, -3.853, -3.379], [-1.613, -3.605, -3.359], [0.018, -5.078, -0.993], [-1.757, -4.831, -0.972], [-0.744, -4.159, 0.321], [3.309, -3.304, -2.101], [3.492, -3.779, -3.518], [2.968, -4.807, -3.912], [4.345, -2.936, -4.425], [2.671, -4.009, -1.563], [4.278, -3.253, -1.598], [2.828, -2.323, -2.098], [5.359, -2.870, -4.025], [3.910, -1.939, -4.524], [4.389, -3.399, -5.414], [-4.652, 5.750, 1.510], [-4.610, 5.847, 3.012], [-4.448, 6.914, 3.572], [-4.777, 4.570, 3.795], [-4.519, 6.744, 1.079], [-3.845, 5.104, 1.157], [-5.619, 5.356, 1.189], [-3.975, 3.872, 3.543], [-5.750, 4.125, 3.576], [-4.726, 4.792, 4.863], [7.318, -1.165, -0.883], [7.502, -1.639, -2.300], [6.979, -2.666, -2.697], [8.357, -0.795, -3.207], [6.680, -1.870, -0.346], [8.286, -1.114, -0.380], [6.838, -0.184, -0.879], [9.370, -0.728, -2.806], [7.922, 0.202, -3.306], [8.401, -1.257, -4.196], [5.777, -4.452, -10.091], [5.808, -4.352, -8.589], [5.965, -3.282, -8.030], [5.638, -5.627, -7.806], [5.911, -3.458, -10.523], [6.587, -5.097, -10.438], [4.813, -4.848, -10.417], [6.443, -6.324, -8.051], [4.668, -6.075, -8.030], [5.682, -5.404, -6.737], [10.452, 2.024, -4.852], [11.119, 2.429, -3.566], [10.648, 2.123, -2.484], [12.391, 3.228, -3.667], [9.548, 1.455, -4.626], [10.173, 2.913, -5.422], [11.125, 1.394, -5.437], [12.199, 4.170, -4.185], [13.151, 2.652, -4.201], [12.761, 3.449, -2.663], [12.405, -3.046, -5.318], [12.383, -1.584, -4.961], [11.979, -0.747, -5.747], [12.881, -1.198, -3.593], [12.019, -3.177, -6.331], [13.430, -3.422, -5.282], [11.772, -3.607, -4.627], [13.926, -1.492, -3.481], [12.269, -1.676, -2.825], [12.807, -0.114, -3.473]], "lowdin_charge": [0.003, -0.372, 0.065, -0.087, -0.146, -0.089, -0.057, 0.082, 0.025, 0.035, -0.234, 0.802, -0.490, 0.037, 0.111, 0.093, 0.060, 0.145, 0.144, 0.112, 0.121, 0.126, 0.142, 0.155, 0.032, 0.028, 0.126, -0.019, -0.495, 0.028, -0.016, 0.062, 0.095, 0.066, 0.090, 0.089, 0.083, -0.025, -0.502, 0.028, -0.015, 0.082, 0.090, 0.087, 0.097, 0.092, 0.050, -0.023, -0.506, 0.035, -0.015, 0.084, 0.092, 0.083, 0.093, 0.087, 0.083, -0.013, -0.494, 0.031, -0.018, 0.087, 0.082, 0.088, 0.087, 0.087, 0.081, -0.019, -0.494, 0.044, -0.011, 0.073, 0.077, 0.086, 0.056, 0.091, 0.073, -0.020, -0.491, 0.061, -0.012, 0.088, 0.087, 0.082, 0.088, 0.054, 0.086, -0.018, -0.483, 0.037, -0.020, 0.079, 0.089, 0.089, 0.082, 0.087, 0.090, -0.028, -0.505, 0.056, -0.023, 0.083, 0.085, 0.085, 0.086, 0.088, 0.077, -0.018, -0.508, 0.044, -0.025, 0.065, 0.090, 0.064, 0.086, 0.085, 0.083, -0.021, -0.491, 0.053, -0.012, 0.085, 0.087, 0.087, 0.089, 0.087, 0.071], "total_charge": 1, "energy_ev": -79011.6499, "homo_energy_ha": -0.380, "gap_ev": 5.641}

***

Record 4
{"formula": "C4H7FO", "method": "ωB97M-V/def2-TZVPD", "elements": ["O", "C", "C", "F", "C", "C", "H", "H", "H", "H", "H", "H", "H"], "coordinates": [[1.357, -0.969, 0.570], [1.260, 0.402, 0.244], [-0.141, 0.649, -0.136], [-0.271, 1.937, -0.602], [-1.158, -0.008, 0.674], [-0.925, -0.442, -0.818], [1.491, -1.552, -0.233], [1.467, 0.951, 1.200], [1.964, 0.743, -0.646], [-2.111, 0.509, 0.790], [-0.846, -0.636, 1.470], [-0.374, -1.361, -0.995], [-1.714, -0.225, -1.517]], "lowdin_charge": [-0.094, -0.195, -0.531, 0.034, -0.032, -0.015, 0.124, 0.145, 0.167, 0.115, 0.096, 0.087, 0.100], "energy_ev": -9024.8435, "homo_energy_ha": -0.380, "smiles": "OCC1(F)CC1", "relative_energy_kj_mol": 137.7, "gap_ev": 11.158}

***

Record 5
{"formula": "C19H16N4O", "method": "ωB97M-V/def2-TZVPD", "elements": ["C", "C", "C", "C", "C", "C", "C", "C", "N", "C", "O", "C", "C", "N", "C", "C", "C", "C", "C", "N", "N", "C", "C", "C", "H", "H", "H", "H", "H", "H", "H", "H", "H", "H", "H", "H", "H", "H", "H", "H"], "coordinates": [[1.043, 3.836, 2.174], [0.560, 2.502, 2.552], [0.640, 1.414, 1.547], [-0.047, 0.217, 1.706], [-0.859, 0.045, 3.009], [-0.671, 0.979, 4.011], [0.092, 2.146, 3.931], [0.112, 3.037, 5.102], [-1.675, -0.976, 3.131], [-1.706, -2.019, 2.109], [-2.417, -2.994, 2.321], [-0.797, -1.942, 0.909], [-0.916, -3.114, -0.103], [-1.266, -2.680, -1.436], [-0.412, -2.095, -2.373], [0.941, -2.482, -2.666], [1.754, -1.798, -3.616], [1.162, -0.698, -4.322], [1.496, 0.100, -5.320], [0.402, 0.957, -5.512], [-0.497, 0.786, -4.548], [-0.151, -0.293, -3.864], [-0.962, -1.012, -2.955], [-0.097, -0.775, 0.689], [1.107, 4.772, 2.831], [1.593, 3.932, 1.280], [1.297, 1.606, 0.652], [-1.140, 0.802, 4.979], [1.096, 3.357, 5.462], [-0.367, 4.016, 4.963], [-0.430, 2.521, 5.964], [-0.083, -3.732, -0.075], [-1.829, -3.743, 0.166], [-2.144, -2.158, -1.471], [1.346, -3.300, -2.182], [2.751, -1.997, -3.931], [2.334, 0.193, -6.019], [0.508, 1.874, -5.973], [-1.977, -0.662, -2.798], [0.211, -0.620, -0.324]], "lowdin_charge": [0.131, -0.191, 0.023, -0.124, -0.220, 0.009, -0.206, -0.071, 0.184, -0.376, 0.063, -0.066, -0.132, -0.001, -0.296, 0.013, 0.016, -0.219, -0.049, -0.019, 0.054, -0.248, 0.007, 0.023, 0.086, 0.027, 0.137, 0.121, 0.085, 0.087, 0.104, 0.096, 0.141, 0.128, 0.075, 0.096, 0.125, 0.159, 0.124, 0.108], "energy_ev": -27966.4414, "homo_energy_ha": -0.274, "smiles": "C=c1cc2c(cc1C)=NC(=O)C(CNc1ccc3c[nH]nc3c1)=C2", "relative_energy_kj_mol": 285.5, "gap_ev": 5.768}